No. 1
The following is a DFT calculation (wB97M-V/def2-TZVPD) of 3 unconnected molecules or ions with the total composition C2H13N2O2.

XYZ file:
```
19
Properties=species:S:1:pos:R:3
C 1.046 2.638 0.798
N 1.242 1.668 1.843
C 0.364 2.025 -0.446
N -0.589 0.965 -0.027
H 0.493 3.497 1.168
H 1.957 3.092 0.422
H 0.727 1.875 2.680
H 2.190 1.405 2.044
H -0.139 2.835 -0.966
H 1.097 1.610 -1.132
H -0.645 0.165 -0.712
H -1.543 1.324 -0.107
H -0.405 0.708 0.955
H -1.673 -6.578 0.663
H -1.603 -6.640 -0.836
O -1.072 -6.383 -0.072
H -0.684 -1.247 -2.825
H -0.206 -1.905 -1.574
O -0.556 -1.055 -1.877
```

Computed properties:
Total energy = -9354.0037 eV
LUMO = -2.992 eV
Net charge = +1
Kohn-Sham gap = 0.391 hartree

---

No. 2
The following is a DFT calculation (wB97M-V/def2-TZVPD) of 3 unconnected molecules or ions with the total composition C2H13N2O2.

XYZ file:
```
19
Properties=species:S:1:pos:R:3
N -0.202 1.145 0.061
C -0.395 -0.361 -0.022
C -0.604 -1.022 1.351
N -2.035 -0.941 1.674
H 0.798 1.245 0.315
H -0.256 1.515 -0.901
H -0.743 1.651 0.750
H -1.195 -0.479 -0.743
H 0.516 -0.789 -0.427
H -0.231 -2.055 1.394
H -0.110 -0.522 2.186
H -2.662 -1.456 1.049
H -2.296 -0.698 2.637
H -0.727 1.282 -3.547
H 0.325 -0.039 -3.423
O 0.052 0.849 -3.191
H 3.536 0.151 0.985
H 3.390 0.265 -0.472
O 2.838 0.258 0.324
```

Computed properties:
Expectation value of S² = 0.754
Total energy = -9340.8015 eV
LUMO (spin up / spin down) = -7.321 / -12.844 eV
Net charge = +2
2S+1 = 2
Kohn-Sham gap (spin up / spin down) = 0.413 / 0.210 hartree

---

No. 3
The following is a DFT calculation (wB97M-V/def2-TZVPD) of 3 unconnected molecules or ions with the total composition C2H13N2O2.

XYZ file:
```
19
Properties=species:S:1:pos:R:3
C 0.384 2.508 1.858
N 0.666 1.662 2.995
C 0.589 1.899 0.448
N 0.031 0.487 0.269
H -0.703 2.644 1.818
H 1.072 3.346 1.959
H -0.164 1.304 3.483
H 1.377 2.047 3.627
H 0.123 2.492 -0.338
H 1.658 1.837 0.250
H 0.066 0.255 -0.790
H -0.932 0.484 0.615
H 0.587 -0.156 0.835
H -0.828 -6.154 -3.533
H -2.259 -6.274 -3.159
O -1.395 -6.475 -2.825
H -0.262 0.032 -2.848
H 0.115 -1.368 -2.559
O -0.127 -0.570 -2.104
```

Computed properties:
Expectation value of S² = 0.754
Total energy = -9340.1551 eV
LUMO (spin up / spin down) = -7.827 / -13.348 eV
Net charge = +2
2S+1 = 2
Kohn-Sham gap (spin up / spin down) = 0.265 / 0.063 hartree

---

No. 4
The following is a DFT calculation (wB97M-V/def2-TZVPD) of a molecular structure, C2H13N2O3.

XYZ file:
```
20
Properties=species:S:1:pos:R:3
C -0.936 -0.075 -1.423
N 0.530 0.076 -1.576
C -0.369 -1.420 2.512
N -0.873 -1.466 1.167
H -1.551 -0.852 -2.040
H -1.663 0.511 -0.820
H 0.068 -0.463 -0.622
H 0.671 1.050 -1.916
H 0.395 -0.597 2.439
H -1.111 -0.994 3.286
H -1.831 -1.895 1.118
H -0.133 2.634 -1.137
H 2.497 -2.675 0.378
O 2.132 -1.806 0.219
H 0.452 3.029 -3.037
H 0.400 3.379 0.495
O 0.003 2.614 0.025
H 0.188 -2.248 2.967
H 1.248 -1.650 0.232
O -0.119 2.850 -2.267
```

Computed properties:
Total energy = -11386.4662 eV
LUMO = -9.665 eV
Net charge = +1
Kohn-Sham gap = 0.111 hartree

---

No. 5
The following is a DFT calculation (wB97M-V/def2-TZVPD) of a molecular structure, C2H13N3O3.

XYZ file:
```
21
Properties=species:S:1:pos:R:3
H -0.257 0.614 0.351
O -0.953 0.705 1.302
N 0.459 0.536 -0.744
H -0.881 -0.144 1.781
H -0.019 0.631 -1.647
C 1.227 -0.560 -0.693
N 0.885 -1.787 -1.164
H 1.665 -2.497 -1.304
N 2.274 -0.508 0.150
H 2.757 -1.195 0.706
H 2.656 0.377 0.446
C -0.195 -1.915 -2.087
H -0.515 -3.042 -2.136
H -1.177 -1.552 -1.830
H 0.050 -1.587 -3.118
O 0.691 2.140 2.843
H 0.000 1.665 2.307
H 0.555 3.030 2.512
O -3.387 1.903 0.954
H -2.598 1.455 1.352
H -3.236 1.730 0.017
```

Computed properties:
Total energy = -12897.1477 eV
LUMO = 0.174 eV
Kohn-Sham gap = 0.367 hartree

---

No. 6
The following is a DFT calculation (wB97M-V/def2-TZVPD) of a molecular structure, C2H13N3Si3.

XYZ file:
```
21
Properties=species:S:1:pos:R:3
C -1.219 2.719 -1.120
C -1.816 1.227 -1.230
N 0.014 2.810 -1.787
N -1.316 0.406 -0.065
N 0.757 -1.448 0.806
Si -0.074 -0.728 -0.522
Si 1.266 -3.146 0.481
Si 1.372 -0.454 2.130
H -2.008 3.244 -1.566
H -1.310 2.745 -0.018
H -2.907 1.108 -1.104
H -1.515 0.911 -2.156
H 0.859 2.311 -1.300
H -1.019 1.004 0.692
H -0.015 -1.636 -1.634
H -0.052 -3.706 0.215
H 2.093 -3.428 1.599
H 2.160 -3.516 -0.804
H 1.132 -1.012 3.379
H 3.006 -0.356 1.930
H 0.589 0.943 2.074
```

Computed properties:
Total energy = -30384.1138 eV
LUMO (spin up / spin down) = 0.113 / -0.473 eV
Kohn-Sham gap (spin up / spin down) = 0.343 / 0.205 hartree

---

No. 7
The following is a DFT calculation (wB97M-V/def2-TZVPD) of 4 unconnected molecules or ions with the total composition C2H13NO3.

XYZ file:
```
19
Properties=species:S:1:pos:R:3
C -0.591 0.766 2.135
N -0.533 -0.268 1.083
C -1.729 -0.274 0.256
H -0.869 1.714 1.693
H -1.216 0.394 2.940
H 0.388 0.950 2.595
H -0.403 -1.152 1.556
H -2.600 -0.306 0.926
H -1.701 -1.082 -0.474
H -1.933 0.702 -0.206
O 1.874 0.879 -1.427
H 1.715 1.188 -0.521
H 2.349 0.059 -1.208
O 2.177 -1.262 0.226
H 2.273 -2.211 0.197
H 1.223 -1.030 0.338
O -0.143 0.223 -3.722
H 0.641 0.479 -3.239
H -0.922 0.233 -3.149
```

Computed properties:
Total energy = -9917.0649 eV
LUMO = 0.556 eV
Kohn-Sham gap = 0.374 hartree

---

No. 8
The following is a DFT calculation (wB97M-V/def2-TZVPD) of 5 unconnected molecules or ions with the total composition C2H13NO3S2.

XYZ file:
```
21
Properties=species:S:1:pos:R:3
N 0.701 -2.141 -0.517
C 0.608 -1.150 0.641
C -0.825 -0.484 0.579
S -0.997 0.972 1.559
S 1.176 0.422 -2.594
H 1.637 -2.652 -0.466
H 0.766 -1.533 -1.340
H 0.632 -1.744 1.498
H 1.464 -0.363 0.574
H -1.082 -0.182 -0.475
H -1.410 -1.317 0.969
H 1.564 1.022 -3.681
H -0.914 -0.997 4.546
H -0.631 -0.547 3.038
O -0.436 -1.231 3.739
H -1.051 0.754 -2.477
H -2.218 1.111 -3.238
O -1.940 1.069 -2.313
H 0.518 2.881 0.540
H 1.333 2.710 -0.596
O 1.104 3.400 0.016
```

Computed properties:
Total energy = -31582.0869 eV
LUMO = -5.566 eV
Kohn-Sham gap = 0.119 hartree

---

No. 9
The following is a DFT calculation (wB97M-V/def2-TZVPD) of 5 unconnected molecules or ions with the total composition C2H13NO4.

XYZ file:
```
20
Properties=species:S:1:pos:R:3
C -1.566 1.910 2.048
C -0.816 1.980 0.894
N -0.218 0.866 0.155
H -2.193 1.051 2.206
H -1.478 2.681 2.823
H -0.138 2.844 0.757
H 0.732 1.126 0.054
H -0.576 0.841 -0.920
O -2.363 -0.745 -0.984
H -2.518 -0.016 -0.436
H -2.847 -1.474 -0.572
O 2.893 0.507 0.416
H 3.390 0.568 1.179
H 2.546 -0.393 0.351
O 1.421 -2.079 0.640
H 0.807 -1.692 -0.029
H 1.592 -2.940 0.284
O 0.154 -1.384 -2.405
H 0.335 -1.403 -3.392
H -0.660 -0.988 -2.387
```

Computed properties:
Total energy = -11963.2439 eV
LUMO = 0.596 eV
Kohn-Sham gap = 0.353 hartree

---

No. 10
The following is a DFT calculation (wB97M-V/def2-TZVPD) of 5 unconnected molecules or ions with the total composition C2H13NO4.

XYZ file:
```
20
Properties=species:S:1:pos:R:3
C 2.440 -0.690 0.572
N 1.344 -0.287 0.040
C 1.542 0.033 -1.413
H 3.136 -1.323 -0.007
H 3.069 -0.194 1.336
H 0.539 0.103 -1.875
H 1.947 1.039 -1.513
H 2.064 -0.756 -1.973
O -1.857 2.133 -0.426
H -1.143 2.759 -0.346
H -1.581 1.340 0.032
O -2.450 -1.307 1.305
H -2.282 -1.985 1.957
H -1.944 -1.391 0.511
O -2.089 0.493 -2.605
H -1.680 1.172 -2.043
H -3.021 0.688 -2.615
O 0.818 -0.294 3.253
H 0.001 -0.815 3.361
H 1.147 -0.719 2.450
```

Computed properties:
Total energy = -11962.4088 eV
LUMO = -0.156 eV
Kohn-Sham gap = 0.345 hartree

---

No. 11
The following is a DFT calculation (wB97M-V/def2-TZVPD) of a molecular structure, C2H13O5.

XYZ file:
```
20
Properties=species:S:1:pos:R:3
C -2.430 -0.414 -0.986
O -2.208 -0.277 -2.402
C -1.340 0.155 -0.136
H -2.604 -1.465 -0.759
H -3.384 0.129 -0.900
H -0.497 0.725 -0.518
H -0.809 -0.616 0.439
H -1.612 0.749 0.742
H 0.896 2.110 0.341
H 1.983 0.820 0.281
O 1.645 1.858 0.905
H 1.232 1.326 2.475
H 0.008 0.645 3.078
O 0.874 1.013 3.353
H 1.461 -1.509 -0.635
H 3.147 0.391 -0.829
O 2.331 0.012 -0.479
H -1.276 -0.296 -2.558
H 1.621 -3.028 -0.642
O 0.962 -2.328 -0.771
```

Computed properties:
Total energy = -12523.2740 eV
LUMO = 3.618 eV
Net charge = -1
Kohn-Sham gap = 0.316 hartree

---

No. 12
The following is a DFT calculation (wB97M-V/def2-TZVPD) of 6 unconnected molecules or ions with the total composition C2H14IO6.

XYZ file:
```
23
Properties=species:S:1:pos:R:3
I 1.301 -0.275 2.656
O -0.636 4.903 3.967
H -0.307 4.004 3.961
H -0.824 5.084 4.888
O 3.269 4.353 0.770
H 2.599 4.877 0.332
H 2.805 3.571 1.070
O -0.393 3.281 -0.998
H -0.157 2.750 -0.237
H -1.349 3.244 -1.029
O 6.374 -0.159 2.198
H 5.470 0.059 1.971
H 6.332 -0.438 3.112
C -2.931 -3.547 -2.892
C -1.646 -3.390 -2.092
O -2.002 -3.529 -0.776
O -3.694 -4.749 -2.624
H -2.816 -3.354 -3.959
H -3.429 -2.617 -2.621
H -1.180 -2.511 -2.538
H -0.939 -4.185 -2.324
H -1.316 -3.095 -0.265
H -4.529 -4.278 -2.568
```

Computed properties:
Total energy = -22688.3224 eV
LUMO = 2.589 eV
Net charge = -1
Kohn-Sham gap = 0.244 hartree

---

For the records above, the corresponding largest force on an atom values read 0.034, 0.049, 0.041, 0.141, 0.075, 0.073, 0.026, 0.073, 0.092, 0.061, 0.057, 0.067 hartree/bohr.